No. 1
Molecular formula: C28H51F5GaN4O4SSbTe
Method: DFT, the ωB97M-V functional and the def2-TZVPD basis

```
96
Properties=species:S:1:pos:R:3
H -2.615 4.288 -0.515
H -2.939 -0.319 -2.738
H 3.947 -2.503 -5.839
C 0.395 4.082 6.244
C -2.142 3.170 -3.328
H 6.574 -0.965 -2.578
C 0.115 3.307 -2.146
C -4.647 0.700 -1.897
N 0.447 -2.588 0.271
Te 1.615 1.189 2.342
O 5.621 -2.177 -3.983
F 2.139 2.093 3.929
C 3.499 -2.149 -4.919
H 1.527 -2.154 -5.654
H -1.659 2.714 1.135
F 3.375 0.602 2.278
C -3.431 1.537 1.492
H -0.315 4.781 6.679
C -3.442 -1.312 -0.903
H 1.377 4.550 6.210
N 0.452 -4.881 1.323
C 1.812 -2.904 0.751
C -3.285 3.620 0.027
H 0.154 -3.838 3.132
C -0.021 4.708 3.791
F 1.523 -0.224 3.647
H -4.108 3.340 -0.636
H -1.218 -5.193 0.083
C 0.053 -3.592 -0.731
C 2.163 -1.930 -4.806
C -0.165 -4.962 -0.051
C -3.317 -0.048 -1.756
C -0.365 -3.953 2.184
Sb -1.732 1.196 -0.990
Ga 0.504 -0.144 -0.508
H 0.235 4.235 2.848
H 0.462 -5.809 1.739
S -0.641 1.596 3.290
H -3.702 2.110 2.386
H -1.329 -4.421 2.364
O 2.027 -0.706 -1.347
H 0.190 0.803 5.935
O 1.255 -0.209 1.178
H 0.916 2.754 -1.657
H -0.239 4.059 -1.439
H -4.146 -2.010 -1.370
C -2.550 2.404 0.588
F 2.427 2.734 1.697
H 6.199 -2.622 -2.031
C 0.169 -1.213 -3.519
C -1.021 2.404 -2.630
H -0.624 1.640 -3.302
H 2.069 -2.210 1.543
F 0.446 1.959 0.787
H -0.318 2.689 7.788
H -3.717 4.191 0.855
H -5.080 0.958 -0.931
H -0.233 -1.792 2.083
H -0.854 -3.272 -1.240
C 1.870 -4.371 1.235
H -5.369 0.056 -2.409
H 2.406 -5.024 0.552
H -0.874 -2.304 -5.045
C 3.802 -1.432 -2.615
H 7.484 -2.344 -3.226
H -2.918 0.634 1.835
H -2.478 -1.819 -0.818
H 0.552 3.829 -3.002
C 1.573 -1.455 -3.600
N 0.010 1.792 5.908
H -2.945 2.515 -3.670
O -0.405 -0.934 -2.433
H -1.501 -2.466 1.050
H -1.650 -0.797 -4.550
H -4.554 1.615 -2.485
H 2.514 -2.741 -0.063
C -0.486 -2.615 1.419
C 4.332 -1.910 -3.801
H 4.424 -1.199 -1.762
H -1.736 3.672 -4.211
C 0.405 2.724 6.979
C 2.429 -1.185 -2.501
C -0.148 2.424 4.761
C 6.516 -2.011 -2.877
H 0.305 -5.778 -0.592
C -0.692 -1.265 -4.756
H -3.815 -1.088 0.099
H 2.315 -4.453 2.222
H 1.385 2.466 7.368
H -4.359 1.245 1.003
H -0.995 5.189 3.704
H -0.219 -0.759 -5.596
H 0.845 -3.650 -1.478
H -2.571 3.938 -2.685
H 0.734 5.459 4.013
N -0.017 3.724 4.873
```

Values from the calculation:
HOMO level ... -12.86 eV
ΔE to the lowest compared entry with this formula, charge and spin ... 2.189 eV
Net charge ... +2

These are the Mulliken partial charges, in e, on atoms 1 to 5: 0.34, -0.42, 0.48, -0.56, -1.34

No. 2
Molecular formula: C28H51N4O6PS
Method: DFT, the ωB97M-V functional and the def2-TZVPD basis

```
91
Properties=species:S:1:pos:R:3
C -7.200 2.210 -2.222
C -2.774 -5.264 -3.923
H -7.048 2.496 -3.265
C -4.752 3.992 -2.873
O -1.880 -1.021 1.030
H -3.175 -4.953 -4.891
H -5.269 5.993 -2.198
H 2.341 -3.369 -3.262
H -6.583 5.166 -3.059
O 4.571 0.217 0.581
C 1.341 -1.685 2.778
H 5.749 -2.635 3.243
H -3.040 2.619 -1.392
C 6.700 1.395 1.933
H -2.886 -6.349 -3.846
O 3.305 -0.250 2.545
H 0.500 -2.122 -4.467
H 0.433 1.449 4.760
C -1.006 -0.713 1.886
H 6.593 -0.802 2.456
C 4.515 0.009 1.824
H 0.098 5.370 2.138
O 5.356 -2.593 4.144
O 3.136 -1.763 5.340
C 0.533 -1.000 1.567
H -3.383 -4.819 -3.132
H -6.887 4.019 -1.128
N -4.984 3.323 -1.598
H -2.515 1.634 1.167
C 2.756 -3.516 1.171
H -1.541 -1.510 -3.450
C 1.295 -3.414 -2.945
H -4.998 0.388 -2.079
H -1.694 -3.713 -1.313
H 1.164 -2.651 -2.175
H 8.564 1.272 3.307
C -1.339 3.628 1.461
C -1.725 2.160 1.795
H -8.265 2.333 -2.002
H 9.100 3.948 2.771
H 1.056 -0.028 1.251
H -4.146 1.301 -3.339
H 1.171 -0.999 3.696
C 0.384 -3.164 -4.148
H 5.929 2.227 1.730
H 1.130 -4.396 -2.497
C -6.377 3.058 -1.253
H -0.716 -2.235 -1.290
N -1.504 -0.053 3.139
H 1.159 4.019 4.193
H 0.769 -3.754 -4.989
C -1.063 1.371 2.969
H -0.939 -5.227 -2.811
C 5.938 0.118 2.601
C -0.247 4.298 2.361
C -4.126 1.011 -2.286
H 3.862 -4.763 4.321
C 0.368 3.519 3.548
H -2.851 -2.634 -3.414
C 8.725 3.113 2.066
H 7.363 2.596 3.789
H -6.979 1.147 -2.117
H -5.004 3.347 -3.724
H -3.244 0.382 -2.135
H 9.677 2.606 1.649
H 0.559 -1.728 0.673
H -5.207 5.802 -3.954
C -1.303 -4.885 -3.789
C 2.953 -1.655 2.552
H -6.423 2.601 -0.258
P 3.658 -2.539 4.114
H 5.749 0.392 3.701
C 7.820 2.032 2.888
N 3.392 -2.406 1.335
H 0.954 -2.713 3.087
H -3.684 4.222 -2.962
O 3.098 -4.137 4.269
H -0.990 -0.451 3.940
H 8.137 3.637 1.239
H 7.180 1.095 0.927
C -4.060 2.219 -1.351
C -1.647 -2.674 -1.649
H -1.828 4.176 0.578
H -4.179 1.871 -0.319
C -5.501 5.313 -3.021
C -0.017 2.035 3.893
S 1.941 -4.938 0.987
C -1.788 -2.538 -3.164
H -0.757 -5.464 -4.543
N -1.037 -3.468 -4.002
H -2.460 -2.134 -1.155
```

Values from the calculation:
HOMO level ... -7.96 eV
SMILES ... CCCCC(=O)O[C@@](CCC(=O)Nc1ccccc1)(N=C=S)P(=O)(O)O.CCN(CC)CC.CCN(CC)CC

These are the Mulliken partial charges, in e, on atoms 1 to 5: -1.01, -1.43, 0.24, -0.33, -0.44

No. 3
Molecular formula: C28H51N6OPReS2
Method: DFT, the ωB97M-V functional and the def2-TZVPD basis

```
90
Properties=species:S:1:pos:R:3
C 3.668 2.075 0.841
C 4.750 0.628 -0.708
H 3.806 1.496 1.756
C -1.634 2.833 0.717
H 5.122 -0.167 -0.051
C 2.301 -0.804 -5.716
H -2.910 1.321 -2.441
C -3.779 -2.658 -1.431
C 4.914 1.990 -0.041
H -0.896 0.095 -2.618
H 2.080 2.204 -0.644
H -4.061 0.617 -4.376
C -1.646 -2.085 -0.402
C -4.153 0.049 -3.450
H -4.282 -4.724 -1.569
H -4.187 -1.010 -3.697
C 4.455 -3.609 -0.330
P 2.541 -0.600 -1.867
H -1.665 0.420 -4.182
H 3.100 -2.038 0.382
H 1.190 -0.561 4.718
C -1.501 -0.608 4.228
H 5.285 0.572 -1.655
H 2.282 -3.396 -0.421
C 3.715 -0.288 -5.454
H -2.176 -5.457 -0.479
H 0.142 -2.798 4.358
H 0.786 0.810 3.682
H -5.078 0.333 -2.951
S -0.833 2.110 -0.560
H 4.121 0.282 -6.286
C 5.435 -2.959 -1.310
H 1.914 -2.082 -3.997
H -1.677 0.461 4.214
C 3.518 0.572 -4.206
H 1.753 -0.536 3.039
H 4.842 -3.637 0.686
H 3.425 3.100 1.115
H 4.433 0.686 -3.624
H 4.928 -1.594 -2.952
C -3.194 -0.244 -1.185
H -2.050 4.614 -0.189
C -1.441 -3.462 -0.234
N 2.469 -0.109 -3.444
C -2.855 -1.701 -1.018
C -3.542 -4.007 -1.254
C -1.761 -0.123 -3.242
C 4.513 -2.446 -2.413
C -0.150 -2.521 3.351
H 1.823 0.920 0.571
N 3.273 -2.083 -1.731
H -4.235 -0.062 -0.915
H 0.618 -2.832 2.644
H -2.028 4.020 3.654
C -0.359 -0.992 3.275
N -0.636 -0.679 1.925
N -2.999 0.309 -2.573
H 6.173 -3.662 -1.691
H 4.388 -1.122 -5.244
N 3.304 0.509 -0.899
H 0.675 -0.854 -4.261
O 1.101 -0.739 -1.455
H 5.839 2.073 0.526
H -0.543 -3.815 0.261
H -4.033 4.467 1.446
C 3.180 -2.767 -0.438
C 2.591 1.446 -0.040
H -1.080 -3.021 3.102
H -3.625 3.283 3.427
H 4.890 2.778 -0.795
C 1.747 -1.049 -4.317
H -4.716 -2.348 -1.873
C -2.710 3.584 2.924
H -1.239 -0.891 5.241
H -1.796 -1.191 -3.444
H 3.156 1.573 -4.473
H 5.965 -2.130 -0.836
C -2.980 4.512 1.741
S -1.909 2.075 2.241
H 4.244 -4.630 -0.641
H 2.291 -1.709 -6.317
H -2.728 5.544 1.982
H 1.706 -0.045 -6.222
N -2.160 4.048 0.642
H -2.416 -1.115 3.942
Re -0.037 -0.777 0.212
C 0.935 -0.266 3.705
H -2.549 0.313 -0.496
H 4.294 -3.238 -3.138
C -2.365 -4.408 -0.647
```

Values from the calculation:
Spin multiplicity ... 2
HOMO level (alpha / beta) ... -12.73 / -12.94 eV
Net charge ... +2

These are the Mulliken partial charges, in e, on atoms 1 to 5: -0.93, -0.38, 0.29, 0.25, 0.20